(1)
84
Properties=species:S:1:pos:R:3:forces:R:3:lowdin_charge:R:1 method="wB97M-V/def2-TZVPD" total_energy_ha=-3510.67296 max_force_ha_per_bohr=0.06255 homo_lumo_gap_ev=10.67 e_homo_ev=-10.25
C -2.37905 -1.38870 -6.25926 -0.563 0.906 -0.212 -0.1900
H 2.63970 2.56194 4.46862 0.177 0.081 -0.001 0.1086
S -1.81098 -1.22355 -4.50019 -0.379 -1.243 -2.942 0.6268
H 3.70706 1.94195 -2.05825 0.305 1.067 -0.269 0.0886
C -2.48329 0.30868 4.37235 0.219 -1.215 0.049 -0.0342
H 0.05534 -1.36842 -1.36087 0.156 1.570 0.538 0.1191
O -0.69869 2.59277 6.24920 0.476 -0.049 0.551 -0.0179
O -0.53555 -1.86677 -4.41018 1.064 0.135 0.229 -0.3076
H -0.02554 0.55613 -5.89659 -0.374 -0.253 -0.191 0.1015
C -2.18894 -3.73179 1.46744 -0.795 -1.750 0.795 -0.2533
C -2.53300 -4.61732 0.28317 0.436 -0.893 -1.369 -0.1892
H 4.88355 -0.16941 -2.12682 -0.478 -0.007 -0.143 0.1245
O -2.61034 -1.23861 1.67845 1.211 2.693 0.937 -0.3199
C -1.67888 0.51552 -4.51523 -0.399 -0.097 -0.587 -0.2526
H -2.71325 0.80993 -4.45306 -0.583 0.348 -0.146 0.1101
H -2.28195 -4.21094 2.45258 0.134 -0.003 -0.323 0.1202
H 0.73441 3.45318 3.71188 0.251 -0.846 -1.150 0.1296
H 2.19271 4.89732 2.31676 0.206 0.369 1.054 0.1018
H -4.64789 -2.67805 -0.47401 0.668 -0.522 -0.273 0.1142
O 3.33620 1.12351 -4.57126 -0.928 -0.299 0.435 -0.3406
H -1.60397 -0.13708 -7.92145 0.827 -0.232 -0.286 0.0994
H -0.80635 4.72298 6.36965 0.151 -1.355 1.232 0.1251
H -2.19618 -0.75117 4.20635 -0.358 0.779 0.104 0.0967
C -0.06655 -0.26050 -1.11353 -2.164 -1.404 -1.663 -0.0715
H -1.17948 0.93295 -3.66656 0.541 -0.026 0.250 0.0733
H 4.28835 -0.14942 -0.53578 -0.379 0.200 0.664 0.0941
C 2.31515 2.03805 3.57057 0.022 -0.244 0.715 -0.2245
C -1.01325 3.78929 7.00549 -1.208 0.588 -2.506 -0.0162
C 3.93851 -0.16768 -1.55333 0.106 0.549 -0.899 -0.2043
O -4.59135 -2.64581 2.15461 1.703 -0.116 -1.119 -0.3230
H -3.42139 -1.48919 -0.74908 0.275 -0.490 0.196 0.0988
C 0.67685 -0.73695 1.00496 -0.236 -0.806 -0.741 -0.5983
C -1.09433 0.80317 -5.91061 -0.049 -1.231 0.320 -0.1791
H -3.48242 -5.11291 0.41651 -0.464 -0.114 0.208 0.1009
S 2.37279 0.64455 -3.58012 2.703 -0.498 -0.582 0.7287
H 3.75478 -2.33747 -1.75882 -1.051 1.298 -0.520 0.1421
C -2.64860 -3.60156 -0.95119 -1.202 -1.078 2.379 -0.1641
H 2.23534 1.20488 -1.31250 0.207 0.220 0.330 0.0703
H 2.26882 -1.52716 -1.16081 0.445 0.222 -0.886 0.0966
S 3.75956 2.00167 2.50875 0.206 -0.351 1.370 0.6990
H 2.01395 1.03009 3.91104 0.179 0.706 -0.612 0.0855
O -1.42879 0.85732 5.15810 0.975 -0.181 0.576 -0.0020
H -0.56421 3.71084 7.96374 0.813 0.162 0.502 0.0785
H -1.15271 -0.11089 -0.94754 0.355 -0.209 -0.137 0.1110
C -3.55633 -2.51449 -0.35761 -0.969 1.333 -0.522 -0.2328
H -2.49892 0.83576 3.42305 -0.509 -0.115 0.007 0.0939
O 3.93259 0.62577 2.06723 0.112 0.974 -0.623 -0.3289
H 1.12455 -2.18585 2.85935 -0.535 -0.706 0.022 0.0831
C 3.17063 3.24388 1.35510 -1.204 -1.266 -1.217 -0.2055
O 1.20503 -0.27082 2.11743 0.154 0.282 -0.396 -0.0061
H 1.73807 -1.70140 -3.70652 0.405 0.291 0.343 0.0805
H -1.12944 1.86146 -6.00390 -0.261 0.903 -0.734 0.1035
H -2.86872 0.51760 -7.08826 -1.063 0.613 0.125 0.0872
H -3.38411 0.40590 4.99043 -0.084 -0.185 -0.787 0.1099
H 2.69059 -1.41275 3.09294 -0.287 0.318 -0.416 0.1052
C -1.98270 -0.04012 -6.92221 0.829 0.201 1.100 -0.1844
H 3.44782 -1.43014 -4.07090 0.512 0.077 -0.317 0.0895
H -3.16634 -3.92782 -1.82728 -0.046 -0.833 -0.481 0.0971
C 3.10147 -1.39817 -1.89628 0.639 -1.180 0.048 -0.1931
S -3.33951 -2.41341 1.41437 -1.914 -1.309 -0.290 0.6460
C 1.60124 -1.26348 3.08079 0.824 0.331 -0.246 -0.0037
C -1.68286 2.09696 5.50308 -1.172 1.385 -1.201 -0.6371
H 0.50776 2.39590 2.23626 0.717 -0.328 0.921 0.1230
H -1.87377 -2.27614 -6.64176 0.114 0.183 -0.008 0.0920
O 0.32627 -1.86776 0.79343 0.147 -0.804 0.581 0.0875
C 1.27397 2.88596 2.88277 -1.980 1.666 0.725 -0.2086
H 0.19293 0.32583 -2.00507 0.290 -0.055 0.852 0.0531
C 3.10033 1.08194 -1.96230 -0.840 -1.807 0.270 -0.1982
H -2.08829 3.74625 7.10873 -0.320 0.405 0.343 0.0810
O 4.87493 2.66845 3.16256 -0.338 -0.514 -0.136 -0.3332
H 2.91165 2.71653 0.40844 0.330 0.436 0.537 0.0958
H 4.03937 3.84606 1.26900 0.568 0.755 -0.482 0.0825
C 2.66242 -1.18240 -3.38532 -1.517 0.024 1.008 -0.1725
H -1.64077 -3.39742 -1.20043 0.842 1.194 -0.337 0.0901
C 1.91386 3.93350 1.94884 0.761 -0.919 -1.068 -0.1854
H -3.50394 -1.52228 -6.40210 1.545 -0.036 0.855 0.1225
O 0.97977 0.99719 -3.75750 0.568 0.045 0.345 -0.3579
O 0.58143 0.18097 0.04126 1.140 0.974 1.043 -0.0024
H -1.78787 -5.46767 0.14850 -0.689 1.306 0.001 0.1335
O -2.66595 2.70524 5.09279 1.126 -0.189 1.109 0.0896
H -1.21894 -3.32781 1.32036 0.824 0.627 0.101 0.0639
O -2.86634 -1.76856 -3.73841 -1.604 -0.228 2.174 -0.3125
H 1.32565 -0.85958 4.02582 -0.453 0.033 0.797 0.0814
H 1.21638 4.18160 1.14013 0.136 -0.269 0.078 0.1140


(2)
20
Properties=species:S:1:pos:R:3:forces:R:3:lowdin_charge:R:1 method="wB97M-V/def2-TZVPD" total_energy_ha=-1513.26434 max_force_ha_per_bohr=0.22582 homo_lumo_gap_ev="5.95 / 5.93" total_charge=+2 e_homo_ev="-16.35 / -16.35" multiplicity=3
C 1.32498 0.45685 -1.70065 3.923 -3.979 -10.180 -0.0193
C -1.81478 2.67786 0.13577 0.783 0.882 0.037 0.0066
H -1.24515 5.28250 0.41246 -0.503 -0.004 -0.014 0.1272
C -4.14223 3.45340 0.12616 -0.818 -0.505 -0.078 0.0026
H -6.16325 4.26053 0.12470 0.836 0.217 0.058 0.1384
O -2.28504 -3.91126 0.05737 0.607 1.297 -0.011 0.0443
O 2.06187 0.05609 2.55032 -3.466 1.877 -5.701 0.2252
C -1.79393 -2.89203 0.04759 -0.561 -1.240 0.010 -0.0257
Ti 0.95982 1.28966 -0.02869 -2.027 4.262 0.184 1.0371
C 1.50939 0.39699 1.56180 5.029 -4.318 9.489 -0.0176
C -2.76135 3.72920 0.20575 -0.357 0.053 0.021 -0.2042
H -5.34031 6.62094 0.38686 0.139 -0.119 -0.008 0.1305
C -4.61244 5.81426 0.33603 -0.271 -0.493 -0.060 0.0072
C -5.08321 4.48600 0.18934 0.690 0.070 0.031 -0.0083
H -2.88275 7.16786 0.52946 -0.431 -1.047 -0.111 0.1436
O 1.76076 0.15101 -2.75771 -2.807 1.685 6.165 0.2238
N -0.87337 1.97354 0.08212 -1.703 0.768 0.078 0.0707
H -4.46301 2.40385 0.01238 0.071 0.701 0.073 0.1394
C -3.24351 6.11914 0.41678 0.399 -0.202 -0.007 -0.0236
C -2.32107 5.07774 0.35250 0.465 0.096 0.025 0.0021


(3)
15
Properties=species:S:1:pos:R:3:forces:R:3:lowdin_charge:R:1 method="wB97M-V/def2-TZVPD" total_energy_ha=-948.40832 max_force_ha_per_bohr=0.06266 homo_lumo_gap_ev=7.66 e_homo_ev=-9.13
N -0.09199 -0.81957 -0.40430 0.485 0.878 -1.564 -0.4063
H 0.42914 3.83413 1.11791 -0.630 -1.366 0.704 -0.1086
P -0.13814 2.41635 1.31258 0.965 1.426 -1.510 0.7776
H -1.09219 -2.49484 0.65271 -0.114 2.885 -0.471 0.1335
H -1.17998 -0.58423 1.23985 -0.899 -1.851 -0.124 0.0719
C 1.20333 -1.10194 0.16055 2.216 0.988 -0.040 -0.2030
O -1.58542 0.92355 -1.84721 1.645 -0.358 1.104 -0.3819
H 1.62559 -2.12563 -0.06174 -0.710 0.984 0.080 0.0914
C -1.21769 -1.33155 0.37124 0.752 -0.208 1.361 -0.1358
H 1.27468 -0.93552 1.25893 -0.446 -0.261 -0.318 0.0720
H 1.09509 0.97969 -2.05896 -2.557 -1.153 1.559 0.0839
H 1.96324 -0.31780 -0.22085 -1.020 -1.366 0.224 0.0734
N 0.11931 2.00656 -0.18718 -0.496 0.783 1.802 -0.5709
P -0.26820 0.74523 -1.14897 0.955 -1.341 -2.770 0.4446
H -2.13676 -1.19443 -0.18455 -0.146 -0.041 -0.036 0.0582